No. 1
26
Properties=species:S:1:pos:R:3:mulliken_charge:R:1 method="wB97M-V/def2-TZVPD" homo_ev="-5.81 / -7.60" homo_lumo_gap_ev="5.9 / 7.7" e_above_lowest_kcal_mol=86.89 lumo_energy_ev="0.07 / 0.07" total_energy_ha=-1464.984510
Sn -0.390 0.546 1.681 1.163
Cl 1.327 2.098 1.756 -0.448
Cl -1.183 -0.384 3.783 -0.465
C -2.031 1.736 1.534 -1.331
H -2.997 1.268 1.544 0.521
H -1.925 2.747 0.897 0.310
C -0.530 -1.165 -0.136 -1.088
C -1.017 0.099 -0.193 0.289
H -1.140 -1.893 0.386 0.559
C -0.322 1.212 -1.184 -0.720
H -2.280 0.384 0.040 0.471
C 0.227 0.498 -2.381 -0.799
H -1.116 1.939 -1.460 0.305
H 0.444 1.820 -0.645 0.301
C 1.169 -0.635 -1.999 -0.780
H -0.611 0.076 -2.941 0.321
H 0.729 1.187 -3.044 0.406
C 0.645 -1.594 -0.978 -0.446
H 1.461 -1.176 -2.899 0.302
H 2.087 -0.200 -1.633 0.335
H 0.391 -2.570 -1.429 0.375
H 1.468 -1.870 -0.299 0.167
N 1.219 -0.915 2.247 -0.656
H 1.171 -0.569 3.209 0.356
H 2.231 -0.768 1.908 0.289
H 0.972 -1.867 2.234 0.262

***

No. 2
31
Properties=species:S:1:pos:R:3:mulliken_charge:R:1 method="wB97M-V/def2-TZVPD" homo_ev=-15.37 homo_lumo_gap_ev=5.5 e_above_lowest_kcal_mol=32.62 charge=+2 lumo_energy_ev=-9.88 total_energy_ha=-2286.648994
I -0.449 -2.670 3.094 0.136
I -2.382 -2.903 0.860 0.251
La -0.207 -0.145 0.858 1.624
P 1.856 -1.256 -1.117 0.343
C 2.222 -3.126 -1.155 -1.367
C 1.514 -0.973 -2.898 -1.050
H 3.490 0.456 -0.762 0.383
H 4.226 -0.993 -1.512 0.384
H 3.864 -0.930 0.234 0.361
C 3.529 -0.628 -0.758 -1.073
H 1.362 0.101 -3.044 0.343
H 2.370 -1.329 -3.493 0.401
H 2.976 -3.264 -1.861 0.477
H 1.323 -3.675 -1.414 0.414
H 0.593 -1.478 -3.225 0.366
H 2.539 -3.448 -0.171 0.416
C 0.375 -2.388 0.449 -0.052
O 0.694 -3.485 0.515 -0.208
Cl 1.157 1.758 -0.461 -0.539
S -2.471 0.214 -0.647 -0.364
C -2.502 1.502 0.477 0.080
N -3.168 1.534 1.624 -0.072
C -3.036 2.728 2.376 -0.484
C -2.215 3.623 1.482 -0.456
N -1.804 2.682 0.393 -0.066
H -3.823 0.833 1.829 0.188
H -2.540 2.532 3.284 0.305
H -3.965 3.180 2.570 0.338
H -1.339 4.063 1.961 0.301
H -2.765 4.408 0.992 0.322
H -1.422 3.076 -0.479 0.299

***

No. 3
39
Properties=species:S:1:pos:R:3:mulliken_charge:R:1 method="wB97M-V/def2-TZVPD" homo_ev=-17.90 homo_lumo_gap_ev=8.2 e_above_lowest_kcal_mol=6.09 charge=+2 lumo_energy_ev=-9.72 total_energy_ha=-2628.719556
Rh -0.508 0.470 -0.105 1.417
F 3.030 1.950 1.829 -0.174
C 2.471 0.984 1.167 0.761
F 1.167 0.838 1.615 -0.274
F 3.081 -0.162 1.357 -0.182
S 2.376 1.328 -0.663 1.029
O 1.255 0.363 -1.020 -0.623
O 3.604 1.014 -1.268 -0.517
N 1.907 2.812 -0.770 -0.445
S 0.406 3.140 -1.049 1.270
O -0.461 2.491 0.001 -0.679
O -0.082 2.862 -2.373 -0.719
C 0.258 4.976 -0.687 0.602
F -1.020 5.253 -0.830 -0.161
F 0.663 5.193 0.538 -0.160
F 0.993 5.600 -1.566 -0.139
C -2.940 0.397 0.115 -0.746
C -2.845 1.037 -1.257 -0.193
O -1.516 0.619 -1.768 -0.512
H -3.806 0.784 0.657 0.474
H -2.148 0.748 0.870 0.472
H -2.978 -0.688 0.091 0.290
H -2.861 2.123 -1.206 0.267
H -3.589 0.666 -1.956 0.441
H -1.099 1.340 -2.315 0.490
C 1.275 -3.433 -0.633 -1.143
P 0.163 -2.851 0.633 0.858
C 1.039 -2.768 2.198 -1.204
C -1.196 -3.993 0.785 -1.235
O -0.393 -1.462 0.256 -0.731
H 1.614 -4.444 -0.396 0.433
H 2.143 -2.776 -0.693 0.343
H 0.765 -3.448 -1.596 0.366
H 0.759 -3.611 2.829 0.433
H 0.778 -1.848 2.722 0.361
H 2.116 -2.797 2.036 0.363
H -0.805 -4.994 0.976 0.430
H -1.773 -4.011 -0.139 0.362
H -1.840 -3.703 1.616 0.377